# 1
{"formula": "C49H40Br2Cl3F4N7O2PS2SiTi", "method": "ωB97M-V with the def2-TZVPD basis set", "orbital_gap_ev": 6.045, "fmax_ha_per_bohr": 0.0610, "total_charge": 1, "lumo_ev": -3.64, "e_homo_ev": -9.68, "species": ["Ti", "F", "C", "C", "F", "C", "F", "C", "P", "C", "C", "C", "C", "C", "C", "C", "C", "C", "C", "C", "C", "C", "Br", "C", "F", "H", "H", "H", "H", "H", "H", "H", "H", "H", "H", "Br", "C", "C", "C", "C", "C", "C", "N", "N", "C", "C", "C", "C", "O", "C", "N", "C", "C", "C", "C", "H", "H", "H", "H", "H", "H", "H", "H", "H", "C", "C", "N", "C", "C", "C", "S", "N", "C", "O", "C", "C", "C", "C", "C", "C", "H", "H", "H", "H", "H", "H", "H", "H", "H", "H", "H", "H", "H", "H", "H", "C", "N", "C", "C", "N", "C", "S", "H", "H", "H", "H", "H", "H", "Cl", "Si", "Cl", "Cl"], "positions_angstrom": [[0.6011, 1.0711, 1.6894], [3.8908, 7.3906, -1.5705], [3.5880, 6.1223, -1.3275], [4.4379, 5.0957, -1.7289], [5.5565, 5.3772, -2.3894], [4.1016, 3.7694, -1.4566], [4.9195, 2.8378, -1.9447], [2.9422, 3.4100, -0.7716], [2.4845, 1.6597, -0.2343], [4.1299, 0.9890, 0.2571], [4.3843, 0.8955, 1.6242], [5.5886, 0.4117, 2.0978], [6.5786, 0.0295, 1.2078], [6.3273, 0.0894, -0.1528], [5.1054, 0.5359, -0.6290], [2.2244, 0.9863, -1.9200], [1.5363, 1.7724, -2.8436], [1.4151, 1.3609, -4.1573], [1.9830, 0.1648, -4.5658], [2.5998, -0.6536, -3.6357], [2.6925, -0.2661, -2.3084], [2.0805, 4.4568, -0.4419], [0.3357, 4.1165, 0.2144], [2.3932, 5.7846, -0.7001], [1.5260, 6.7349, -0.3627], [3.6277, 1.1915, 2.3366], [5.7440, 0.3324, 3.1625], [7.5333, -0.3177, 1.5715], [7.0815, -0.2170, -0.8621], [4.9361, 0.5489, -1.6936], [1.1081, 2.7165, -2.5350], [0.8976, 1.9881, -4.8666], [1.9331, -0.1258, -5.6045], [3.0358, -1.5920, -3.9437], [3.1375, -0.9318, -1.5818], [-3.6191, -6.2694, -2.8010], [-2.5164, -6.2365, -1.2533], [-1.2775, -5.6188, -1.3256], [-0.4733, -5.5741, -0.2082], [-0.9050, -6.1562, 0.9892], [-2.1325, -6.8325, 1.0275], [-2.9434, -6.8564, -0.0867], [-0.0963, -6.2442, 2.1090], [0.7474, -5.4285, 2.4549], [0.9593, -4.1335, 2.0736], [2.2578, -3.7315, 1.7733], [2.5676, -2.4135, 1.4665], [1.5842, -1.4383, 1.5208], [1.7452, -0.1624, 1.2300], [0.2698, -1.7995, 1.9191], [-0.6108, -0.7769, 2.0119], [-1.8680, -1.0579, 2.2836], [-2.3076, -2.3558, 2.5512], [-1.4106, -3.3982, 2.5287], [-0.0778, -3.1505, 2.1706], [-0.9527, -5.1670, -2.2480], [0.5017, -5.1126, -0.2591], [-2.4422, -7.3137, 1.9430], [-3.8992, -7.3552, -0.0637], [3.0255, -4.4884, 1.7152], [3.5693, -2.1256, 1.1831], [-2.5770, -0.2385, 2.3123], [-3.3420, -2.5207, 2.8029], [-1.7416, -4.3904, 2.7962], [-5.4511, 2.3258, 0.1063], [-4.3550, 3.1650, -0.5381], [-3.1883, 2.3817, -0.9186], [-2.9718, 2.1549, -2.3305], [-4.0079, 1.2035, -2.9238], [-2.3679, 1.9452, 0.0349], [-0.9827, 0.9932, -0.3751], [-2.7579, 2.2397, 1.2837], [-2.0236, 2.1721, 2.3604], [-0.7640, 1.9411, 2.3353], [-2.6826, 2.4279, 3.6534], [-3.7377, 3.3355, 3.7224], [-4.3012, 3.6523, 4.9420], [-3.8482, 3.0413, 6.1008], [-2.8253, 2.1071, 6.0340], [-2.2283, 1.8105, 4.8216], [-6.3207, 2.9471, 0.2875], [-5.1024, 1.9303, 1.0527], [-5.7428, 1.5009, -0.5336], [-4.0282, 3.9305, 0.1674], [-4.7302, 3.6502, -1.4376], [-1.9641, 1.7546, -2.4471], [-3.0236, 3.1201, -2.8451], [-4.0280, 0.2614, -2.3830], [-3.7810, 1.0066, -3.9675], [-4.9986, 1.6436, -2.8702], [-4.0788, 3.8090, 2.8171], [-5.0856, 4.3894, 4.9882], [-4.2850, 3.2914, 7.0555], [-2.4815, 1.6224, 6.9358], [-1.4210, 1.0891, 4.7706], [1.1136, -3.9004, -3.7413], [0.1536, -2.8334, -3.7914], [-0.5017, -2.3703, -4.9071], [-1.3037, -1.3532, -4.5261], [-1.1441, -1.1968, -3.1707], [-0.2486, -2.1077, -2.7140], [0.2315, -2.2976, -1.1386], [0.6353, -4.8716, -3.8949], [1.5646, -3.8769, -2.7490], [1.8729, -3.7593, -4.5107], [-0.3592, -2.8130, -5.8706], [-1.9650, -0.7416, -5.1016], [-1.5947, -0.5226, -2.5690], [0.2950, 3.9607, 4.2475], [1.7880, 2.8802, 3.3226], [3.3575, 3.0493, 4.6332], [1.1797, 0.5186, 4.0288]], "forces_ev_per_a": [[0.93, 0.98, -1.67], [-0.05, -0.24, 0.02], [-0.07, -0.27, 0.05], [-0.19, -0.05, 0.10], [-0.18, -0.04, 0.13], [-0.14, 0.18, -0.03], [0.06, 0.17, 0.02], [-0.23, -0.15, 0.36], [0.99, 1.10, -1.00], [-0.37, -0.13, 0.20], [-0.03, 0.12, -0.03], [0.06, 0.04, 0.09], [-0.07, -0.01, -0.01], [-0.01, -0.08, -0.09], [0.00, 0.10, 0.02], [-0.28, -0.20, 0.26], [0.07, -0.03, 0.08], [-0.06, 0.09, -0.02], [-0.04, -0.04, 0.00], [0.04, -0.05, -0.02], [-0.09, 0.13, 0.14], [0.07, 0.17, -0.10], [0.15, 0.40, 0.09], [-0.06, -0.18, 0.04], [0.18, 0.20, -0.11], [0.03, -0.05, 0.03], [0.06, 0.04, 0.11], [0.08, -0.07, 0.03], [0.08, -0.05, -0.03], [0.02, 0.03, 0.01], [0.00, 0.10, -0.03], [-0.04, 0.07, -0.10], [-0.01, -0.06, -0.08], [0.00, -0.13, -0.02], [0.05, 0.01, -0.03], [0.12, 0.00, 0.20], [0.06, -0.04, -0.14], [-0.26, -0.05, -0.12], [0.03, -0.15, 0.48], [-0.75, 0.35, -1.47], [0.38, 0.31, 0.12], [-0.16, 0.12, -0.21], [0.12, -0.98, 0.81], [0.60, -1.04, 1.31], [0.33, 1.64, -0.93], [-0.79, -0.66, 0.08], [-0.48, 1.29, -0.15], [-0.02, -2.53, 0.56], [1.52, -2.01, -0.62], [0.47, -0.71, 0.01], [0.29, -0.10, 0.01], [0.04, 0.26, 0.03], [0.21, -0.28, 0.03], [-0.28, 0.22, 0.06], [0.41, 0.36, -0.10], [0.02, 0.06, -0.08], [-0.01, 0.09, -0.06], [0.04, -0.09, 0.08], [-0.08, -0.05, 0.03], [0.07, -0.06, 0.13], [0.12, -0.02, -0.04], [0.07, 0.02, 0.01], [-0.11, 0.00, 0.02], [0.02, -0.08, -0.03], [0.09, 0.11, -0.08], [-0.49, 0.15, 0.34], [0.32, -0.01, 0.33], [0.09, -0.20, -0.44], [0.16, 0.18, 0.15], [0.79, -0.28, -0.40], [0.20, -0.14, -0.03], [-0.11, 0.30, 0.95], [-1.48, 0.42, -0.56], [-2.37, 1.44, 1.47], [0.16, -0.04, 0.29], [0.13, -0.09, -0.12], [-0.07, 0.05, 0.02], [0.07, -0.07, -0.07], [0.04, -0.05, 0.04], [0.06, -0.07, -0.21], [-0.20, 0.09, 0.02], [-0.05, -0.07, 0.09], [-0.09, -0.14, -0.14], [-0.09, 0.09, -0.17], [0.08, 0.04, -0.03], [-0.07, 0.17, -0.11], [0.09, -0.06, 0.08], [0.02, -0.17, 0.08], [0.01, 0.00, -0.14], [-0.18, -0.01, -0.05], [-0.06, 0.10, -0.13], [-0.14, 0.08, 0.02], [-0.06, 0.03, 0.07], [0.04, -0.05, 0.03], [0.04, 0.10, 0.02], [0.21, -0.36, 0.01], [-0.46, 0.57, 0.29], [-0.39, 0.30, -0.36], [0.06, -0.16, -0.42], [0.26, -0.33, -0.19], [-0.02, 0.01, 0.28], [0.20, -0.09, 0.58], [0.02, 0.10, 0.00], [0.06, -0.04, -0.11], [0.00, 0.02, 0.05], [0.04, -0.04, -0.21], [-0.13, 0.09, -0.16], [0.19, -0.13, 0.04], [0.28, 0.28, 0.00], [-0.53, -0.89, 0.75], [0.12, 0.09, -0.36], [0.24, 0.71, 0.01]]}



# 2
{"formula": "C4H15N2O2", "method": "ωB97M-V with the def2-TZVPD basis set", "orbital_gap_ev": 9.613, "fmax_ha_per_bohr": 0.1423, "e_above_lowest_kcal_mol": 72.5, "total_charge": 1, "lumo_ev": -3.02, "e_homo_ev": -12.64, "species": ["C", "C", "C", "C", "N", "N", "H", "H", "H", "H", "H", "H", "H", "H", "H", "H", "H", "H", "H", "O", "H", "H", "O"], "positions_angstrom": [[1.3235, 0.7224, 0.4305], [-0.1005, 1.2168, 0.2987], [-0.7474, 1.4848, -1.0766], [-0.2989, 2.2241, -2.0740], [-2.1281, 0.7807, -1.1957], [1.4056, -0.7588, 0.0204], [1.8674, 1.3565, -0.3861], [1.7744, 1.0454, 1.4636], [-0.8396, 0.3225, 0.7995], [-0.1211, 2.2660, 0.8361], [-0.9012, 2.3859, -2.9658], [0.6227, 2.6979, -2.1937], [-2.6124, 1.1129, -2.0729], [-2.7143, 1.1962, -0.4202], [1.8119, -1.4199, 0.6718], [0.4758, -0.9421, -0.2017], [1.8632, -0.8314, -0.9926], [1.4128, -2.7335, 2.4804], [1.4696, -1.4990, 3.3929], [1.9122, -2.0110, 2.5676], [-2.0826, -1.9681, -0.4744], [-1.8778, -2.8576, 0.7663], [-1.4312, -2.2606, 0.1890]], "forces_ev_per_a": [[1.73, 2.55, -0.91], [-2.78, -0.41, 1.74], [-2.03, -1.60, 0.07], [-1.18, -0.53, -0.75], [1.03, 2.37, 0.42], [2.59, 2.20, -3.32], [-0.28, -1.43, 1.59], [-0.76, -1.49, -2.00], [1.79, 2.88, -0.82], [-0.29, -2.33, -0.53], [-0.21, -0.21, 0.24], [1.59, 0.55, 0.54], [0.91, -0.44, 1.15], [0.76, -0.77, -0.97], [0.11, -0.12, 0.75], [-2.48, -1.46, 0.07], [-0.67, 0.11, 2.90], [-3.08, -4.76, -0.37], [1.68, -1.80, -2.90], [1.35, 6.46, 3.15], [0.29, -0.08, 0.40], [-0.57, -0.68, 0.56], [0.49, 1.02, -1.01]]}